Entry from the Open Molecules 2025 dataset: C46H41Cl5IrN5OP as an isolated structure (ωB97M-V/def2-TZVPD).

Last column: Mulliken spin population.
Positions of all 100 atoms, in Å:
Ir -0.116 -0.943 0.483  0.462
Cl 3.524 -2.655 1.447  0.000
Cl 3.128 0.392 -2.931  0.000
Cl 5.988 1.502 -2.427  0.000
Cl 6.335 -1.480 2.041  0.000
Cl 7.583 0.647 0.123  0.000
P -0.452 1.712 -1.631  0.007
O 2.053 -1.164 -0.720  -0.008
N 0.163 -2.428 1.890  0.002
N -0.278 -2.654 -0.545  0.044
N -0.355 0.493 1.984  0.032
N -0.077 0.603 -0.627  0.300
N -2.073 -0.896 0.685  -0.014
C -1.918 2.681 -1.141  0.022
C -2.863 -1.796 -0.144  0.013
C -3.155 2.031 -1.131  0.002
C 1.914 4.820 -2.813  0.000
C 3.065 3.633 -1.063  0.000
C -1.169 0.020 -5.820  0.003
C 1.999 2.753 -0.962  0.037
C -1.073 -2.736 -1.746  0.004
C 0.355 -3.712 -0.038  -0.050
C 5.266 0.428 -1.284  0.001
C 5.994 0.035 -0.163  0.000
C 0.038 -2.190 3.324  0.003
C 4.127 -1.353 0.489  0.001
C -2.586 -0.108 1.615  -0.009
C 3.288 -0.868 -0.552  -0.001
C -1.720 1.660 -4.151  -0.011
C -4.424 1.905 3.258  0.006
C -0.083 -0.053 -3.676  -0.002
C -2.323 -1.861 -1.579  -0.011
C 0.550 -3.596 1.422  -0.027
C -0.814 1.063 -3.277  0.040
C 0.993 -4.647 2.260  0.080
C 1.653 -6.525 0.719  0.073
C 5.418 -0.892 0.700  0.000
C 1.927 0.444 2.893  -0.018
C 3.023 4.664 -1.991  -0.001
C 0.886 2.910 -1.780  0.000
C 3.974 -0.030 -1.484  0.000
C -3.210 2.574 3.117  0.004
C -2.935 4.564 -0.028  0.002
C -1.897 1.134 -5.422  0.001
C 1.358 -1.835 4.026  -0.008
C -4.695 0.627 2.812  -0.001
C 0.718 -4.796 -0.840  0.087
C -1.817 3.949 -0.579  -0.014
C 1.478 -5.897 1.951  -0.036
C 1.307 -6.011 -0.512  -0.040
C -4.267 2.640 -0.576  0.003
C 1.645 -0.343 4.188  0.003
C 0.844 3.945 -2.708  0.005
C -1.994 2.129 2.650  0.012
C -4.157 3.912 -0.025  -0.002
C -1.607 0.861 2.147  -0.026
C -0.263 -0.572 -4.950  -0.001
C 0.754 1.306 2.450  0.008
C -3.905 -0.247 2.078  0.003
H -3.882 -1.406 -0.186  -0.001
H -5.228 2.440 3.746  0.000
H 1.528 -6.646 -1.364  -0.002
H -0.416 -3.066 3.795  -0.001
H 1.056 1.982 1.642  -0.004
H -0.017 4.064 -3.357  0.000
H -0.506 -2.419 -2.624  0.003
H -2.845 5.552 0.405  0.000
H 0.442 1.918 3.300  0.002
H 3.863 5.340 -2.084  0.000
H 2.776 1.116 3.048  -0.002
H -1.383 -3.774 -1.905  -0.004
H -2.604 1.592 -6.102  0.000
H -1.307 -0.386 -6.814  0.000
H 2.181 -2.287 3.473  0.004
H 2.223 -0.232 2.084  0.011
H -2.901 -2.794 0.309  0.001
H -0.676 -1.377 3.447  0.000
H 2.034 1.912 -0.280  -0.011
H 0.626 -0.489 -2.980  -0.004
H 1.786 -6.479 2.813  -0.002
H -5.689 0.253 3.034  0.000
H -3.111 -2.241 -2.232  -0.001
H -3.209 3.608 3.447  0.000
H 0.808 0.131 4.716  0.000
H 3.938 3.496 -0.438  0.000
H 2.098 -7.511 0.735  0.005
H -2.294 2.523 -3.837  0.001
H -5.026 4.389 0.411  0.000
H 2.507 -0.252 4.853  0.000
H 0.311 -1.434 -5.265  0.000
H -1.208 2.871 2.644  -0.001
H -3.240 1.033 -1.546  -0.002
H -0.860 4.458 -0.563  -0.001
H 1.363 -2.297 5.017  -0.001
H -2.106 -0.842 -1.905  0.008
H 0.567 -4.635 -1.900  0.009
H 0.990 -4.418 3.316  0.010
H 1.888 5.620 -3.542  0.000
H -5.218 2.123 -0.564  0.000
H -4.378 -1.185 1.816  0.001

Summary:
Relative energy (zero: lowest compared OMol25 entry of this formula, charge and spin) (kJ/mol): 0.0
Spin multiplicity: 2
E_HOMO (spin up / spin down) (eV): -7.0542 / -7.0991
Electronic energy (eV): -132604.4432
Gap between HOMO and LUMO (spin up / spin down) (eV): 7.07 / 5.77

---

Entry from the Open Molecules 2025 dataset: C46H42AsBiN7PS2 as an isolated structure (ωB97M-V/def2-TZVPD).

Last column: Mulliken charge in e.
Positions of all 100 atoms, in Å:
Bi -0.124 -0.919 0.395  1.116
As 6.520 -0.701 -2.123  0.259
S -2.563 -1.618 1.053  -0.518
S -1.352 2.253 -0.519  -0.195
P 1.885 0.065 -2.008  0.704
N 1.781 0.386 1.561  0.299
N -0.865 0.675 2.047  0.893
N -2.495 0.977 -2.926  0.031
N -4.296 -0.017 2.220  -0.404
N -1.235 0.600 -1.009  0.035
N -1.117 -2.040 -1.615  0.405
N -2.188 0.771 2.355  -1.296
C -0.410 -1.422 -5.748  -1.007
C -0.517 2.337 3.811  -1.794
C 5.944 0.222 -6.212  -0.669
C 5.835 0.216 -4.825  -0.238
C -2.893 -1.872 -3.166  -0.519
C -2.356 2.947 -4.337  -0.260
C -2.993 -0.165 1.939  0.592
C -2.908 -3.254 -3.306  -0.843
C 4.899 -4.646 -2.245  -0.639
C 2.823 3.685 -3.714  -1.128
C 7.306 -1.679 -4.718  -0.433
C 2.153 1.849 -2.292  1.401
C -1.108 -3.363 -1.766  -0.814
C 6.502 -0.743 -4.067  0.319
C 5.369 -3.400 -2.648  0.165
C -1.987 4.274 -4.518  -0.834
C 0.424 -2.277 -5.034  -0.667
C 2.641 4.574 -2.658  -0.778
C 5.514 -4.151 0.026  -0.715
C -1.385 4.976 -3.486  -0.763
C 0.177 0.377 -4.258  -0.669
C -0.525 -0.095 -5.361  -0.859
C 2.585 2.332 -3.533  -0.431
C 6.729 -0.726 -6.852  -0.566
C 1.402 1.279 2.482  0.683
C 1.127 -1.806 -3.934  -0.850
C -1.993 -4.016 -2.606  -0.769
C 2.337 1.976 3.230  -0.645
C 4.963 -5.020 -0.908  -0.568
C 4.755 0.167 -1.824  -1.159
C 3.070 0.098 1.409  -0.783
C 5.915 -2.518 -1.717  -0.050
C -1.146 4.353 -2.267  -0.828
C 3.685 1.697 3.050  -0.907
C 3.579 -0.627 -2.370  -0.938
C 7.412 -1.677 -6.102  -0.557
C 2.244 4.102 -1.417  -0.573
C -0.055 1.418 2.727  0.557
C -2.143 2.341 -3.114  -0.693
C 1.018 -0.470 -3.535  0.590
C -1.540 3.039 -2.086  1.349
C 5.993 -2.911 -0.381  -0.422
C 4.064 0.725 2.141  -0.925
C -1.977 -1.299 -2.305  0.861
C 2.007 2.743 -1.234  -0.560
C -1.892 0.169 -2.048  0.275
H 8.038 -2.410 -6.596  0.403
H 5.235 0.978 -4.338  0.429
H 0.090 1.420 -3.978  0.814
H 4.807 1.158 -2.276  0.520
H 6.453 -2.247 0.345  0.448
H -4.946 -0.754 2.021  0.214
H -1.098 6.011 -3.623  0.440
H 0.530 -3.312 -5.338  0.512
H 3.305 -0.668 0.675  1.113
H 5.314 -3.119 -3.693  0.430
H -1.967 -5.093 -2.700  0.495
H 3.586 -1.643 -1.973  0.476
H 2.824 5.632 -2.805  0.435
H 4.432 2.224 3.631  0.453
H -1.157 0.583 -5.926  0.548
H 4.701 0.325 -0.749  0.037
H -0.681 4.894 -1.451  0.465
H -2.174 4.754 -5.469  0.446
H 7.855 -2.413 -4.140  0.458
H -0.118 2.007 4.773  0.434
H -0.158 3.354 3.631  0.400
H 5.424 0.976 -6.791  0.430
H 6.821 -0.717 -7.931  0.399
H -0.374 -3.915 -1.185  0.516
H 2.735 1.644 -4.359  0.720
H 4.491 -5.330 -2.982  0.468
H -4.598 0.772 2.767  0.234
H 1.714 2.373 -0.261  0.031
H -0.952 -1.790 -6.612  0.480
H 1.785 -2.483 -3.393  0.528
H 3.655 -0.704 -3.455  0.781
H -1.596 2.345 3.863  0.376
H -2.815 2.390 -5.149  0.475
H -3.636 -3.724 -3.954  0.502
H -3.622 -1.276 -3.701  0.630
H 5.591 -4.449 1.065  0.460
H 4.602 -5.994 -0.598  0.438
H 3.157 4.050 -4.678  0.521
H 2.123 4.791 -0.587  0.510
H 2.023 2.715 3.954  0.478
H 5.103 0.460 1.998  0.549
H -2.936 0.546 -3.719  0.238

Summary:
Relative energy (zero: lowest compared OMol25 entry of this formula, charge and spin) (kJ/mol): 26.9
Net charge: +2
E_HOMO (eV): -12.0546
Electronic energy (eV): -156440.3847
Gap between HOMO and LUMO (eV): 6.10